Entry 1:
{
  "formula": "C5H9NO",
  "method": "ωB97M-V/def2-TZVPD",
  "homo_lumo_gap_ev": 10.5,
  "energy_ev": -8868.42072,
  "symbols": ["C", "C", "C", "C", "N", "C", "O", "H", "H", "H", "H", "H", "H", "H", "H", "H"],
  "coordinates": [[-0.79720, 1.07862, 0.91467], [0.08458, 0.11960, 0.11839], [1.57055, 0.25638, 0.47622], [-0.49179, -1.32488, -0.01425], [-0.69111, -1.05322, -1.43479], [-0.18195, 0.21527, -1.40069], [-0.01093, 1.06533, -2.24042], [-0.48964, 2.11391, 0.73042], [-0.71281, 0.88007, 1.99018], [-1.85040, 0.98223, 0.62623], [1.70686, 0.73520, 1.45188], [2.07496, 0.87903, -0.27017], [2.08022, -0.71273, 0.50659], [0.22392, -2.12956, 0.18865], [-1.41920, -1.50794, 0.54017], [-1.09606, -1.59730, -2.18309]],
  "atomic_forces_ev_per_a": [[0.0, 0.0, 0.0], [0.1, 0.1, 0.1], [0.0, 0.0, 0.0], [0.0, -0.1, 0.3], [0.0, 0.1, -0.2], [0.0, 0.2, -0.2], [-0.1, -0.4, 0.3], [0.0, -0.2, 0.0], [0.0, 0.0, -0.2], [0.2, 0.0, 0.0], [-0.1, -0.1, -0.1], [-0.1, 0.0, 0.1], [-0.1, 0.1, -0.1], [-0.1, 0.1, 0.0], [0.1, 0.1, -0.1], [0.1, 0.1, 0.1]],
  "nbo_charge": [-0.5982, -0.1442, -0.6101, -0.1948, -0.6275, 0.6879, -0.5950, 0.2254, 0.2097, 0.2125, 0.2126, 0.2318, 0.2126, 0.1865, 0.1865, 0.4042]
}

---

Entry 2:
{
  "formula": "C9H16AlF4O3Tb",
  "method": "ωB97M-V/def2-TZVPD",
  "homo_lumo_gap_ev": [5.7, 6.5],
  "charge": 2,
  "energy_ev": -55617.08435,
  "s_squared": 13.024,
  "multiplicity": 7,
  "symbols": ["C", "C", "C", "F", "Al", "O", "C", "C", "C", "C", "O", "C", "C", "F", "F", "F", "O", "H", "H", "H", "H", "H", "H", "H", "H", "H", "H", "H", "H", "H", "H", "H", "H", "Tb"],
  "coordinates": [[-2.44121, -1.94331, 4.98773], [-2.26841, -2.42267, 3.52396], [-1.27546, -1.49693, 2.85762], [-0.02347, -2.00336, 2.97070], [-1.66052, -1.34635, 0.78861], [-2.73936, -0.07818, 0.22056], [-2.23642, 0.14002, -1.07115], [-0.66065, 0.02348, -1.18091], [-0.05409, 1.38598, -1.47095], [1.39971, 1.31211, -1.93363], [1.79364, 2.51707, -2.46760], [2.92366, 2.43269, -3.32076], [4.08607, 1.58507, -2.80641], [3.97691, 0.26831, -3.04497], [5.18551, 2.00367, -3.44036], [4.36331, 1.76264, -1.46238], [-0.21019, -0.47903, 0.09076], [-2.28593, -2.79126, 5.64326], [-1.73500, -1.16783, 5.26058], [-3.44753, -1.58014, 5.14262], [-3.21068, -2.46438, 2.98659], [-1.84152, -3.41758, 3.47974], [-1.28787, -0.48160, 3.26628], [-1.97979, -2.68139, 0.00599], [-2.57085, -0.72828, -1.65468], [-2.67258, 0.96850, -1.61851], [-0.46076, -0.65815, -2.00488], [-0.07845, 2.02220, -0.58598], [-0.62242, 1.90837, -2.23182], [1.52576, 0.45463, -2.59949], [1.98491, 1.20891, -0.99393], [3.31734, 3.43729, -3.41095], [2.66911, 2.11914, -4.32946], [2.53724, 0.19036, 0.40384]],
  "atomic_forces_ev_per_a": [[-0.3, -0.2, -0.2], [0.2, 0.1, -0.6], [-0.1, -0.8, 2.2], [0.4, 0.3, -0.5], [-0.8, 0.8, -1.7], [0.7, 0.3, 0.8], [-0.4, -1.9, -1.0], [-1.2, 1.4, 0.7], [0.5, -0.1, 0.2], [-1.6, 0.6, -0.3], [0.5, -0.2, -0.3], [0.1, 0.5, 0.4], [1.4, 0.9, -1.4], [-0.3, 0.0, 0.7], [-0.4, -0.3, 0.2], [-0.8, -0.6, 0.2], [2.3, -0.2, 0.0], [0.1, -0.1, 0.1], [0.1, 0.1, 0.1], [-0.1, 0.2, 0.0], [-0.3, 0.1, 0.1], [0.0, -0.2, -0.1], [0.0, 0.4, -0.7], [0.2, -0.3, 0.6], [-0.1, 0.1, -0.3], [0.2, 0.7, 0.5], [0.3, -0.3, 0.1], [-0.4, 0.1, 0.2], [0.0, 0.0, -0.3], [0.4, -0.2, 0.1], [-0.3, 1.0, -2.0], [0.0, 0.2, 0.1], [-0.1, -0.4, -0.1], [-0.3, -2.0, 1.9]],
  "mulliken_spin": [-0.0762, -0.0266, -0.4756, -0.0913, -0.0753, -0.0259, -0.0059, -0.0305, -0.0127, 0.4115, 0.0025, -0.0065, 0.0107, 0.0043, 0.0009, 0.0108, -0.0441, -0.0127, -0.0005, 0.0015, -0.0131, 0.0013, -0.0365, -0.1159, -0.0015, -0.0007, 0.0069, 0.0319, 0.0014, 0.0088, 0.0128, -0.0010, -0.0004, 6.5477]
}

---

Entry 3:
{
  "formula": "C3H11N2O2",
  "method": "ωB97M-V/def2-TZVPD",
  "homo_lumo_gap_ev": 6.3,
  "charge": 1,
  "energy_ev": -10352.97219,
  "symbols": ["O", "C", "N", "C", "N", "C", "H", "H", "H", "H", "H", "H", "H", "H", "H", "H", "H", "O"],
  "coordinates": [[-0.37813, -1.76522, 0.68118], [0.30750, -1.20376, -0.22830], [0.72639, -2.03815, -1.28553], [-0.55774, 0.00764, -0.95795], [-0.76677, 1.03076, -0.07184], [-0.23282, 2.34456, -0.26354], [1.68461, -2.37556, -1.14917], [0.17946, -2.90128, -1.20200], [-0.03313, 0.31154, -1.86692], [-1.51163, -0.42537, -1.25335], [0.19173, 0.00350, 3.21588], [-0.52173, 0.67505, 0.89008], [-0.54296, 2.97484, 0.56959], [-0.60373, 2.78727, -1.17917], [0.86727, 2.29000, -0.24911], [1.20541, -0.72835, 0.22335], [-0.15806, -0.93626, 1.86921], [0.14433, -0.05121, 2.25762]],
  "atomic_forces_ev_per_a": [[-1.2, 0.2, -0.5], [2.7, -4.5, 1.3], [-0.3, -0.9, 0.4], [-1.6, 4.0, -2.0], [1.6, -1.3, 0.5], [0.2, 0.3, 0.1], [0.1, 0.9, -0.5], [-0.3, 0.3, -0.5], [0.0, 0.1, 0.0], [0.2, -1.4, 0.5], [-0.1, -0.1, 0.0], [-1.5, 0.5, 0.9], [0.1, -0.1, 0.1], [0.2, -0.1, -0.3], [0.0, 0.1, -0.2], [-0.3, 1.1, -0.4], [0.1, 0.7, 1.2], [0.1, 0.1, -0.5]],
  "nbo_charge": [-0.4566, 0.2412, -0.7392, -0.1548, -0.3123, -0.4563, 0.4114, 0.3977, 0.2470, 0.3101, 0.5184, 0.4637, 0.2581, 0.2441, 0.2500, 0.2801, 0.4953, -0.9981]
}

---

Entry 4:
{
  "formula": "C61H70N4O12P3",
  "method": "ωB97M-V/def2-TZVPD",
  "homo_lumo_gap_ev": 5.0,
  "charge": -1,
  "energy_ev": -122794.92383,
  "symbols": ["C", "N", "C", "C", "O", "P", "C", "C", "C", "C", "C", "C", "C", "C", "C", "O", "C", "P", "P", "O", "O", "O", "O", "C", "C", "C", "C", "C", "N", "C", "N", "N", "H", "H", "H", "H", "H", "H", "H", "H", "H", "H", "H", "H", "H", "H", "H", "H", "H", "H", "H", "H", "H", "H", "H", "H", "H", "H", "H", "H", "H", "H", "H", "H", "H", "H", "H", "H", "H", "H", "H", "H", "H", "H", "H", "H", "H", "H", "C", "C", "C", "C", "C", "C", "C", "O", "C", "C", "C", "C", "C", "C", "C", "O", "H", "H", "H", "H", "H", "H", "H", "H", "C", "C", "C", "C", "C", "C", "C", "O", "C", "C", "C", "C", "C", "C", "C", "O", "H", "H", "H", "H", "H", "H", "H", "H", "C", "C", "C", "C", "C", "C", "C", "O", "C", "C", "C", "C", "C", "C", "C", "O", "H", "H", "H", "H", "H", "H", "H", "H"],
  "coordinates": [[8.12054, 2.38815, 0.18142], [7.26875, 1.48235, 0.94725], [5.83430, 1.80646, 0.83855], [4.95883, 0.59822, 0.46940], [3.70673, 0.70502, 1.08041], [2.30130, 0.56249, -0.02130], [0.82116, 0.39333, -1.16352], [0.31994, 1.67926, -1.83005], [-0.99901, 2.21095, -1.26966], [-2.18586, 1.26162, -1.47284], [-3.50020, 1.99553, -1.72392], [-4.69917, 1.05578, -1.92520], [-6.02615, 1.61302, -1.37394], [-6.46716, 0.91366, -0.08590], [-7.07062, -0.46733, -0.34379], [-6.49265, -1.42062, 0.53324], [-7.35580, -2.48798, 0.83290], [0.95816, 1.25436, 1.77194], [1.72414, 3.20764, 2.26624], [0.83785, 4.12833, 2.99630], [3.11982, 2.94347, 3.03765], [2.16012, 3.92428, 0.89481], [3.39699, 0.04605, -1.24965], [4.73934, 0.39889, -1.05529], [5.62304, -0.69506, -1.66452], [6.89444, -0.17557, -2.35013], [8.11828, -1.09497, -2.21322], [7.81948, -2.59067, -2.30293], [7.02075, -2.90439, -3.48470], [5.81432, -3.57518, -3.47046], [5.03252, -3.44942, -4.47774], [5.61965, -4.41776, -2.36022], [7.87749, 2.32087, -0.87997], [9.16599, 2.10012, 0.30503], [8.01600, 3.44423, 0.47026], [7.52904, 1.61141, 1.91640], [5.44906, 2.17473, 1.79304], [5.70242, 2.61035, 0.10506], [5.48240, -0.28740, 0.86112], [2.53143, 1.92940, -0.42483], [2.09446, -0.76901, 0.47507], [1.09722, -0.35375, -1.91031], [0.02531, -0.04771, -0.55581], [1.07635, 2.46606, -1.71753], [0.20492, 1.53541, -2.91038], [-1.22141, 3.17175, -1.74812], [-0.88070, 2.41875, -0.20229], [-1.97932, 0.58947, -2.31423], [-2.30891, 0.62589, -0.59058], [-3.37610, 2.61187, -2.62068], [-3.69967, 2.67642, -0.88982], [-4.48285, 0.10774, -1.42160], [-4.81261, 0.83651, -2.98913], [-5.93145, 2.68476, -1.18312], [-6.81867, 1.49969, -2.12112], [-7.17490, 1.53545, 0.46609], [-5.60079, 0.76158, 0.56308], [-6.89400, -0.77102, -1.38488], [-8.15704, -0.45194, -0.19192], [-7.63207, -3.05666, -0.06512], [-6.83012, -3.15068, 1.51877], [-8.27834, -2.13410, 1.30962], [1.62590, 0.60886, 2.83711], [3.45923, 2.07795, 2.76863], [2.82966, 3.41645, 0.41493], [4.91972, 1.35024, -1.58592], [4.99099, -1.21300, -2.38781], [5.88302, -1.40954, -0.87802], [7.15832, 0.78368, -1.90003], [6.68962, 0.04225, -3.40228], [8.86957, -0.84836, -2.97010], [8.59060, -0.90629, -1.24498], [7.33382, -2.92735, -1.38990], [8.76284, -3.14130, -2.36164], [6.94158, -2.13469, -4.13444], [4.18849, -4.00007, -4.35720], [4.76748, -4.94868, -2.47821], [5.55808, -3.90734, -1.48785], [-1.44665, 11.92159, 8.10433], [-0.09919, 11.78088, 8.42095], [0.71162, 10.96110, 7.65545], [0.17869, 10.27114, 6.57238], [-1.17327, 10.40252, 6.26270], [-1.98200, 11.23465, 7.02876], [-1.78220, 9.65157, 5.11996], [-2.95938, 9.78829, 4.85459], [-0.89656, 8.74807, 4.34539], [-1.44059, 7.99970, 3.30694], [-0.63451, 7.15671, 2.56181], [0.72294, 7.05429, 2.84078], [1.27025, 7.79230, 3.87742], [0.46798, 8.63751, 4.63562], [1.08111, 9.40222, 5.75209], [2.26618, 9.33982, 6.00483], [-2.07855, 12.56707, 8.70110], [0.31668, 12.31320, 9.26696], [1.76283, 10.83884, 7.87880], [-3.02698, 11.32496, 6.76464], [-2.49892, 8.08942, 3.10249], [-1.05859, 6.56138, 1.76428], [1.34030, 6.38676, 2.25975], [2.32141, 7.71618, 4.11940], [6.21434, -5.30525, -6.89253], [5.98874, -5.94194, -8.10789], [6.60298, -7.15047, -8.39139], [7.45990, -7.72740, -7.46164], [7.70128, -7.08116, -6.24513], [7.07043, -5.87490, -5.96226], [8.63972, -7.65746, -5.24174], [8.85461, -7.11333, -4.18107], [9.32160, -8.94225, -5.59229], [10.23399, -9.48368, -4.69372], [10.87112, -10.67628, -4.98926], [10.59695, -11.33779, -6.18206], [9.69145, -10.80174, -7.08089], [9.05413, -9.60008, -6.79171], [8.09668, -9.03189, -7.78771], [7.85619, -9.61832, -8.82268], [5.73145, -4.36641, -6.65334], [5.32638, -5.49151, -8.83624], [6.43288, -7.66306, -9.32848], [7.25998, -5.38685, -5.01488], [10.42792, -8.95361, -3.77111], [11.58323, -11.09478, -4.28969], [11.09324, -12.27260, -6.40896], [9.46397, -11.29680, -8.01520], [-11.15046, -5.34699, 3.56628], [-12.20999, -5.67831, 4.40429], [-13.19623, -4.74715, 4.68064], [-13.12444, -3.47489, 4.12478], [-12.05549, -3.13918, 3.29353], [-11.07259, -4.08111, 3.01182], [-11.93309, -1.77419, 2.70395], [-11.01162, -1.48824, 1.97135], [-12.98348, -0.77510, 3.05468], [-12.86971, 0.51876, 2.55948], [-13.83645, 1.46166, 2.86386], [-14.92385, 1.11544, 3.65885], [-15.04069, -0.17105, 4.15636], [-14.06866, -1.12003, 3.86105], [-14.20594, -2.49306, 4.42824], [-15.15880, -2.79866, 5.11274], [-10.38293, -6.07824, 3.34896], [-12.26410, -6.66655, 4.84211], [-14.03053, -4.98533, 5.32625], [-10.25533, -3.80086, 2.36100], [-12.01720, 0.76574, 1.94152], [-13.74413, 2.46997, 2.48202], [-15.67968, 1.85407, 3.89207], [-15.87623, -0.46021, 4.77913]],
  "atomic_forces_ev_per_a": [[0.0, 0.0, 0.0], [0.0, 0.4, 0.0], [-0.1, -0.1, 0.0], [0.2, -0.1, 0.0], [0.0, 0.3, 0.1], [0.3, -0.2, -0.2], [-0.2, 0.0, 0.0], [0.1, 0.1, 0.0], [0.0, 0.0, 0.0], [0.0, 0.0, 0.0], [0.0, -0.2, -0.1], [-0.1, 0.1, 0.1], [-0.1, -0.1, 0.0], [0.1, 0.0, 0.0], [0.0, 0.0, 0.0], [-0.1, 0.1, 0.1], [0.0, -0.1, -0.1], [-0.6, -0.1, -0.2], [0.2, 0.0, 0.2], [0.1, -0.1, 0.1], [-0.1, 0.2, 0.1], [0.0, 0.3, 0.1], [0.0, -0.3, 0.2], [-0.3, 0.0, -0.1], [0.0, 0.1, -0.2], [0.1, 0.0, 0.2], [0.0, 0.0, 0.1], [0.2, -0.1, -0.1], [-0.5, 0.3, 0.0], [0.2, 0.0, 0.2], [0.1, -0.2, 0.0], [-0.3, 0.0, -0.2], [0.0, 0.0, 0.0], [0.0, 0.0, 0.0], [0.0, 0.0, 0.0], [0.0, -0.3, 0.0], [0.1, 0.1, 0.0], [-0.1, 0.0, 0.0], [-0.1, 0.0, 0.0], [0.0, 0.1, 0.0], [0.0, 0.0, 0.1], [0.1, 0.0, 0.0], [0.0, 0.0, 0.0], [0.0, 0.0, 0.0], [0.0, 0.0, 0.0], [0.0, 0.0, 0.0], [0.0, 0.0, 0.0], [0.0, 0.0, 0.0], [0.0, -0.1, -0.1], [-0.1, 0.2, 0.1], [0.0, 0.0, 0.0], [0.0, 0.0, -0.1], [0.1, -0.1, 0.0], [0.0, 0.0, -0.1], [0.0, 0.1, 0.0], [0.0, 0.0, 0.0], [0.0, 0.1, 0.0], [0.0, -0.1, 0.0], [0.0, 0.0, 0.0], [0.0, 0.0, 0.0], [0.0, 0.0, 0.0], [0.0, 0.0, 0.0], [0.1, 0.1, 0.0], [0.1, -0.2, -0.3], [-0.1, -0.2, -0.1], [0.1, 0.0, 0.1], [0.1, -0.1, 0.0], [0.0, 0.0, 0.0], [0.0, 0.0, -0.1], [-0.1, -0.1, 0.0], [-0.1, 0.1, 0.0], [0.0, -0.1, 0.0], [-0.1, 0.0, -0.1], [0.0, 0.0, 0.1], [0.2, -0.1, -0.1], [0.0, 0.1, 0.0], [0.0, 0.0, 0.0], [0.2, 0.0, 0.0], [0.0, 0.0, 0.0], [0.0, 0.0, 0.0], [0.0, 0.0, 0.0], [0.0, 0.0, 0.0], [0.0, 0.0, 0.0], [0.0, 0.0, 0.0], [0.0, 0.0, 0.0], [0.0, 0.0, 0.0], [0.0, 0.0, 0.0], [0.0, 0.0, 0.0], [0.0, 0.0, 0.0], [0.1, 0.1, 0.0], [0.0, 0.0, 0.0], [0.0, 0.0, 0.0], [0.0, 0.0, 0.0], [0.0, 0.0, 0.0], [0.0, 0.0, 0.0], [0.0, 0.0, 0.0], [0.0, 0.0, 0.0], [0.0, 0.0, 0.0], [0.0, 0.0, 0.0], [0.0, 0.0, 0.0], [0.0, 0.0, 0.0], [0.0, 0.0, 0.0], [0.0, 0.0, 0.0], [0.0, 0.0, 0.0], [0.0, 0.0, 0.0], [0.0, 0.0, 0.0], [0.0, 0.0, 0.0], [0.0, 0.0, 0.0], [0.0, 0.0, 0.0], [0.0, 0.0, 0.0], [0.0, 0.0, 0.0], [0.0, 0.0, 0.0], [0.0, 0.0, 0.0], [0.0, 0.0, 0.0], [0.0, 0.0, 0.0], [0.0, 0.0, 0.0], [0.0, 0.0, 0.0], [0.0, 0.0, 0.0], [0.0, 0.0, 0.0], [0.0, 0.0, 0.0], [0.0, 0.0, 0.0], [0.0, 0.0, 0.0], [0.0, 0.0, 0.0], [0.0, 0.0, 0.0], [0.0, 0.0, 0.0], [0.0, 0.0, 0.0], [0.0, 0.0, 0.0], [0.0, 0.0, 0.0], [0.0, 0.0, 0.0], [0.0, 0.0, 0.0], [0.0, 0.0, 0.0], [0.0, 0.0, 0.0], [0.0, 0.0, 0.0], [0.0, 0.0, 0.0], [0.0, 0.0, 0.0], [0.0, 0.0, 0.0], [0.0, 0.0, 0.0], [0.0, 0.0, 0.0], [0.0, 0.0, 0.0], [0.0, 0.0, 0.0], [0.0, 0.0, 0.0], [0.0, 0.0, 0.0], [0.0, 0.0, 0.0], [0.0, 0.0, 0.0], [0.0, 0.0, 0.0], [0.0, 0.0, 0.0], [0.0, 0.0, 0.0], [0.0, 0.0, 0.0], [0.0, 0.0, 0.0], [0.0, 0.0, 0.0]],
  "lowdin_charge": [-0.1520, -0.1070, -0.1642, -0.3486, -0.3847, 0.4238, -0.3650, -0.2683, -0.2330, -0.2261, -0.2224, -0.2078, -0.2175, -0.1757, -0.2380, -0.1899, -0.1258, 0.6763, 0.1830, -0.3541, -0.2123, -0.2130, -0.2924, -0.3486, -0.1289, -0.1824, -0.1856, -0.2101, 0.0439, -0.5859, 0.1024, 0.1257, 0.0562, 0.0723, 0.0762, 0.0946, 0.1080, 0.1162, 0.1347, 0.0083, 0.0208, 0.0698, 0.0421, 0.0831, 0.1007, 0.1045, 0.0775, 0.1167, 0.1106, 0.1107, 0.1135, 0.1067, 0.1059, 0.1016, 0.1020, 0.1064, 0.1196, 0.1226, 0.1161, 0.0879, 0.0860, 0.0707, -0.1331, 0.0099, 0.0205, 0.1411, 0.1094, 0.1046, 0.0733, 0.1111, 0.1067, 0.1108, 0.0931, 0.1118, 0.1194, 0.0411, 0.0848, 0.0783, -0.0694, -0.0689, -0.0087, -0.0807, -0.0815, -0.0095, -0.2821, 0.0932, -0.0935, -0.0019, -0.0397, -0.0486, 0.0132, -0.0879, -0.2792, 0.0994, 0.1019, 0.1021, 0.1172, 0.1166, 0.1165, 0.1136, 0.0904, 0.1216, -0.0506, -0.0549, -0.0089, -0.0906, -0.0804, 0.0078, -0.2773, 0.1105, -0.0807, -0.0048, -0.0632, -0.0648, -0.0072, -0.0834, -0.2806, 0.0973, 0.0829, 0.1056, 0.1168, 0.1046, 0.1192, 0.1045, 0.1039, 0.1177, -0.0544, -0.0578, -0.0036, -0.0830, -0.0795, 0.0025, -0.2742, 0.1041, -0.0811, 0.0005, -0.0558, -0.0583, -0.0038, -0.0832, -0.2775, 0.1044, 0.1082, 0.1065, 0.1192, 0.1141, 0.1213, 0.1078, 0.1064, 0.1191]
}